Formula: C19H30N3O
Source: the OMol25 dataset
Level of theory: wB97M-V/def2-TZVPD

Values from the calculation:
orbital gap: 9.4 eV
electronic energy: -981.29501 hartree
SMILES: O=C(C[NH+]1CCN(Cc2ccccc2)CC1)N1CCCCCC1
highest occupied orbital energy: -11.599 eV

Structure (ORCA input):
```
! wB97M-V def2-TZVPD RIJCOSX def2/J DEFGRID3
* xyz 1 1
O 0.5225 -2.5267 0.1144
C -0.3581 -1.9153 -0.4941
N -1.1454 -2.4313 -1.4173
C -2.1029 -1.6634 -2.1889
C -1.4700 -1.1468 -3.4881
H -0.4151 -0.9379 -3.2956
H -1.9412 -0.2035 -3.7660
C -1.5969 -2.1167 -4.6688
C -1.4895 -3.6050 -4.3159
C -0.4363 -3.9484 -3.2613
H 0.4568 -3.3380 -3.3999
C -0.9437 -3.8148 -1.8250
H -0.2204 -4.2511 -1.1346
H -1.8950 -4.3434 -1.7184
H -0.1420 -4.9907 -3.3890
H -2.4576 -3.9810 -3.9789
H -1.2526 -4.1403 -5.2358
H -0.8213 -1.8621 -5.3923
H -2.5580 -1.9585 -5.1598
H -2.9489 -2.3124 -2.4179
H -2.4758 -0.8334 -1.5883
C -0.5278 -0.4264 -0.0815
N 0.5056 -0.2123 0.9440
C -0.0098 0.1134 2.2880
C 1.1544 0.0526 3.2956
N 2.2585 0.9037 2.9496
C 2.7006 0.6645 1.6042
C 1.5682 0.7376 0.5618
H 1.9554 0.4655 -0.4212
H 1.1440 1.7448 0.5260
H 3.4765 1.3831 1.3419
H 3.1413 -0.3399 1.5643
C 2.2353 2.2788 3.4265
C 1.1908 3.1810 2.8094
C -0.0764 3.2871 3.3733
C -1.0462 4.0836 2.7876
C -0.7600 4.7882 1.6300
C 0.5037 4.7041 1.0696
C 1.4722 3.9072 1.6568
H 2.4633 3.8649 1.2265
H 0.7403 5.2692 0.1807
H -1.5127 5.4149 1.1774
H -2.0218 4.1633 3.2427
H -0.3002 2.7579 4.2891
H 3.2300 2.6917 3.2437
H 2.0867 2.2336 4.5079
H 0.7857 0.3181 4.2859
H 1.5211 -0.9810 3.3366
H -0.7732 -0.6152 2.5647
H -0.4461 1.1157 2.2654
H 0.9305 -1.2104 0.9747
H -0.3768 0.2362 -0.9339
H -1.5217 -0.2551 0.3340
*
```

Atomic partial charges in e from the natural (NBO) method, atoms 1 to 2:
1 O -0.648
2 C 0.673

=====

Formula: C18H16N4OS
Source: the OMol25 dataset
Level of theory: wB97M-V/def2-TZVPD

Values from the calculation:
orbital gap: 8.5 eV
electronic energy: -1387.97340 hartree
SMILES: Cc1ccccc1NC(=O)CSc1ccc(-c2cccnc2)nn1
highest occupied orbital energy: -8.507 eV

Structure (ORCA input):
```
! wB97M-V def2-TZVPD RIJCOSX def2/J DEFGRID3
* xyz 0 1
C 1.7773 1.2371 2.4604
C 1.6680 2.0467 1.2013
C 1.1247 3.3220 1.2319
C 0.9992 4.0827 0.0820
C 1.4220 3.5683 -1.1298
C 1.9715 2.3006 -1.1901
C 2.0950 1.5404 -0.0341
N 2.6479 0.2491 -0.0617
C 2.7729 -0.5903 -1.1117
O 2.5320 -0.3378 -2.2713
C 3.2588 -1.9813 -0.7014
H 3.1609 -2.6676 -1.5420
H 4.3043 -1.9468 -0.3932
S 2.3471 -2.6098 0.7559
C 0.7251 -2.0299 0.3506
N 0.0495 -1.5148 1.3629
N -1.1397 -1.0382 1.1888
C -1.7164 -1.0440 -0.0084
C -1.0666 -1.6025 -1.1241
C 0.1952 -2.1148 -0.9423
H 0.7440 -2.5681 -1.7519
H -1.5530 -1.6519 -2.0857
C -3.0568 -0.4638 -0.0835
C -3.8701 -0.4270 1.0507
C -5.1387 0.1118 0.9498
C -5.5549 0.5912 -0.2849
N -4.7849 0.5857 -1.3595
C -3.5709 0.0812 -1.2615
H -2.9760 0.1336 -2.1642
H -6.5455 1.0034 -0.4241
H -5.7947 0.1530 1.8054
H -3.4927 -0.8253 1.9802
H 2.8319 -0.1451 0.8531
H 2.3000 1.8915 -2.1307
H 1.3291 4.1519 -2.0331
H 0.5714 5.0725 0.1350
H 0.7896 3.7245 2.1769
H 1.2073 0.3097 2.3819
H 2.8167 0.9918 2.6854
H 1.3807 1.8020 3.2995
*
```

Atomic partial charges in e from the natural (NBO) method, atoms 1 to 2:
1 C -0.655
2 C -0.060

=====

Formula: C4H12CsO3
Source: the OMol25 dataset
Level of theory: wB97M-V/def2-TZVPD

Values from the calculation:
orbital gap: 10.1 eV
electronic energy: -405.22135 hartree
highest occupied orbital energy: -13.256 eV

Structure (ORCA input):
```
! wB97M-V def2-TZVPD RIJCOSX def2/J DEFGRID3
* xyz 1 1
Cs -0.8623 1.5577 1.6594
C 1.6552 -0.5804 1.5884
O 0.4962 -0.9785 0.9915
C 0.6562 -1.0479 -0.4645
C -0.7042 -1.1583 -1.2379
O -1.5873 -0.0595 -0.9551
C -2.8082 -0.1417 -1.6343
H 1.9688 0.3547 1.1242
H 2.4898 -1.2696 1.4600
H 1.6248 -0.4783 2.6732
H 1.3324 -1.8609 -0.7291
H 1.1104 -0.1482 -0.8797
H -1.1469 -2.1079 -0.9373
H -0.4819 -1.3190 -2.2928
H -2.5655 0.1789 -2.6474
H -3.6320 0.5140 -1.3520
H -3.1642 -1.1304 -1.9237
O 1.6663 3.0156 1.5955
H 2.5767 2.8851 1.8608
H 1.3755 3.7747 2.1008
*
```

Atomic partial charges in e from the natural (NBO) method, atoms 1 to 2:
1 Cs 0.982
2 C -0.272

=====

Formula: C5H8OS
Source: the OMol25 dataset
Level of theory: wB97M-V/def2-TZVPD

Values from the calculation:
orbital gap (spin up / spin down): 6.9 / 7.7 eV
electronic energy: -668.53962 hartree
highest occupied orbital energy (spin up / spin down): -7.691 / -7.526 eV

Structure (ORCA input):
```
! wB97M-V def2-TZVPD RIJCOSX def2/J DEFGRID3
* xyz 0 1
C -2.8364 0.0251 0.2498
C -1.5437 0.3792 0.4578
C 1.4949 -1.6837 0.3154
C 2.2604 0.3291 -0.4694
C -0.6924 1.2110 -0.3478
O 2.3030 -0.6247 0.4142
S 0.7906 1.8562 0.0951
H -3.4305 -0.5500 1.0924
H -3.2970 0.3383 -0.7064
H -1.2495 0.1115 1.4836
H 1.6878 -2.2465 1.1846
H 0.8498 -1.5846 -0.5062
H 3.1796 0.8971 -0.5666
H 1.8053 -0.0025 -1.4526
H -1.3218 1.5444 -1.2441
*
```

Atomic partial charges in e from the natural (NBO) method, atoms 1 to 2:
1 C -0.369
2 C -0.276

=====

The following energy above the lowest of the compared OMol25 structures with the same formula, charge and spin values (in eV) correspond, in order, to the records above: 0.434, 0.114, 0.635, 5.413.